# 1
ORCA calculation (wB97M-V/def2-TZVPD) on a structure of composition C8H18AgN5O15S at a distorted geometry.

Values from the calculation:
Lowest unoccupied orbital energy (spin up / spin down) (Ha): 0.07474 / -0.04664
Frontier orbital gap (spin up / spin down) (eV): 7.70 / 3.98

Geometry as ORCA input:
```
! wB97M-V def2-TZVPD RIJCOSX def2/J DEFGRID3
* xyz -1 2
Ag -0.430 1.483 0.052
N 0.250 2.896 -2.745
O 0.842 3.428 -1.743
O 0.622 3.244 -3.863
O -0.589 1.971 -2.565
N -2.102 3.873 1.121
O -1.377 4.149 0.137
O -2.360 4.612 2.075
O -2.385 2.690 1.176
N 0.915 3.192 2.562
O 0.495 2.028 2.366
O 0.460 3.797 3.581
O 1.618 3.678 1.757
C -1.035 -3.436 3.417
C -1.709 -2.399 4.321
O -1.463 -1.171 3.565
S -1.715 -1.443 1.937
O -0.795 -0.594 1.129
O -3.119 -1.492 1.686
O -1.097 -2.968 2.109
H -1.598 -4.354 3.585
H 0.000 -3.603 3.714
H -1.198 -2.463 5.281
H -2.797 -2.457 4.358
C 2.890 -1.803 -1.313
C 2.878 -0.355 -0.765
O 1.888 0.043 -0.241
N 4.002 0.334 -0.885
C 4.171 1.484 -0.005
H 3.110 -1.714 -2.377
H 1.903 -2.261 -1.251
H 3.521 -2.531 -0.804
H 4.848 -0.176 -1.097
H 3.570 2.234 -0.519
H 5.199 1.847 -0.032
H 3.691 1.291 0.954
C -3.123 -0.205 -1.506
C -2.244 -1.276 -2.063
O -2.422 -2.472 -1.770
N -1.220 -0.990 -2.848
C -0.341 -1.830 -3.636
H -2.716 0.806 -1.520
H -3.560 -0.513 -0.556
H -4.035 -0.244 -2.101
H -1.148 -0.007 -3.067
H 0.292 -1.353 -4.385
H -0.911 -2.550 -4.224
H 0.324 -2.419 -3.004
*
```


# 2
ORCA calculation (wB97M-V/def2-TZVPD) on an isolated molecule of C6H10N2 at a distorted geometry.

Values from the calculation:
Energy relative to the best compared isomer or geometry (same formula, charge and spin) (eV): 2.847
Lowest unoccupied orbital energy (Ha): 0.03359
Frontier orbital gap (eV): 9.90
Structure (SMILES): C=CC(=C)[C@]1(N)CN1

Geometry as ORCA input:
```
! wB97M-V def2-TZVPD RIJCOSX def2/J DEFGRID3
* xyz 0 1
C 1.326 -2.012 0.096
C 1.564 -0.714 -0.161
C 0.742 0.391 0.289
C 1.149 1.452 0.967
C -0.819 0.264 -0.096
N -1.418 -1.006 0.067
C -1.276 1.117 -1.219
N -1.579 1.454 0.170
H 0.799 -2.321 0.986
H 2.001 -2.771 -0.270
H 2.293 -0.455 -0.922
H 2.186 1.585 1.235
H 0.453 2.235 1.222
H -1.511 -1.221 1.056
H -0.736 -1.766 -0.300
H -2.066 0.738 -1.857
H -0.573 1.786 -1.697
H -2.536 1.245 0.434
*
```


Please write out number 2 again, unchanged.
ORCA calculation (wB97M-V/def2-TZVPD) on an isolated molecule of C6H10N2 at a distorted geometry.

Values from the calculation:
Energy relative to the best compared isomer or geometry (same formula, charge and spin) (eV): 2.847
Lowest unoccupied orbital energy (Ha): 0.03359
Frontier orbital gap (eV): 9.90
Structure (SMILES): C=CC(=C)[C@]1(N)CN1

Geometry as ORCA input:
```
! wB97M-V def2-TZVPD RIJCOSX def2/J DEFGRID3
* xyz 0 1
C 1.326 -2.012 0.096
C 1.564 -0.714 -0.161
C 0.742 0.391 0.289
C 1.149 1.452 0.967
C -0.819 0.264 -0.096
N -1.418 -1.006 0.067
C -1.276 1.117 -1.219
N -1.579 1.454 0.170
H 0.799 -2.321 0.986
H 2.001 -2.771 -0.270
H 2.293 -0.455 -0.922
H 2.186 1.585 1.235
H 0.453 2.235 1.222
H -1.511 -1.221 1.056
H -0.736 -1.766 -0.300
H -2.066 0.738 -1.857
H -0.573 1.786 -1.697
H -2.536 1.245 0.434
*
```